1.
Formula: C4H8O2
Source: the Open Molecules 2025 dataset
Level of theory: ωB97M-V/def2-TZVPD

Atoms and positions in Å:
O 0.903776 -1.720891 -0.079156
O 0.710470 0.791400 -0.631964
C 0.089454 -0.915472 0.746473
C -0.019358 0.553647 0.428599
C -1.334169 -1.476763 0.769507
C 0.701464 2.149303 -1.100389
H 0.204880 2.167224 -2.072809
H 0.481231 -0.927647 1.779850
H -1.321960 -2.507071 1.133781
H -1.746184 -1.476191 -0.245082
H 1.366403 -1.127554 -0.686364
H -1.977660 -0.870198 1.412528
H 0.160495 2.758806 -0.374814
H 1.737917 2.475714 -1.203516

Forces on atoms 1 to 3 (eV/Å):
0.116 0.159 -0.147
-0.296 -0.041 0.425
-0.263 0.152 0.241

Its relative energy (zero: lowest compared OMol25 entry of this formula, charge and spin) is 81.3 kcal per mole. As for the molar mass: 88.11 g mol⁻¹.



2.
Formula: C2H9NO3
Source: the Open Molecules 2025 dataset
Level of theory: ωB97M-V/def2-TZVPD

Atoms and positions in Å:
O 2.286235 -2.353532 0.459829
O -2.433289 1.922747 0.718180
O -1.690208 -1.043848 0.360600
N 1.398523 0.253787 -0.597942
C -0.640666 -0.476004 0.513915
C -0.071559 0.425898 -0.560600
H -3.406232 1.902055 0.773414
H 2.180755 -1.413956 0.276703
H -0.350449 1.468778 -0.431148
H 2.133103 -2.617113 -0.443747
H 1.841925 0.964455 -0.022189
H -2.363093 0.991439 0.442642
H 1.773817 0.446752 -1.523806
H -0.467246 0.002660 -1.483815
H -0.191614 -0.474117 1.517963

Forces on atoms 1 to 3 (eV/Å):
0.025 0.146 -0.073
-1.171 -0.993 -0.280
-0.180 -0.364 -0.213

Its relative energy (zero: lowest compared OMol25 entry of this formula, charge and spin) is 43.4 kcal per mole. As for the molar mass: 95.10 g mol⁻¹. As for the SMILES: NCC=O.O.O.



3.
Formula: C32H84F12N7O19S4
Source: the Open Molecules 2025 dataset
Level of theory: ωB97M-V/def2-TZVPD

Atoms and positions in Å:
S 15.792450 -8.917538 15.273741
S 16.648923 -8.371436 20.667357
S 14.115397 -13.905387 17.835457
S 18.871028 -11.766706 25.674930
F 14.708609 -12.988312 20.299393
F 15.698528 -10.129997 18.971569
F 14.696462 -8.187379 18.855040
F 16.311953 -6.473538 14.398362
F 12.658089 -13.600149 20.033953
F 14.259715 -6.774865 15.057935
F 14.255111 -15.086706 20.280391
F 16.370263 -11.171934 25.062796
F 17.477344 -9.522787 25.898805
F 14.911981 -7.492124 13.131207
F 17.910115 -10.104335 23.884920
F 14.240200 -9.408758 20.465555
O 19.984884 -10.873058 25.962549
O 16.889483 -14.110788 12.883184
O 16.468054 -8.434540 16.473889
O 11.007017 -8.456792 19.013002
O 20.121649 -9.283113 18.868882
O 18.344855 -12.509221 26.807218
O 18.196499 -3.436095 18.593986
O 14.574986 -9.681639 15.577737
O 19.115298 -12.654074 24.531625
O 17.693822 -7.729300 19.872256
O 21.596556 -5.510126 21.010524
O 17.077825 -9.494856 21.498629
O 17.286658 -13.734978 22.138727
O 12.586552 -6.294983 23.400482
O 13.176367 -12.883882 17.388892
O 15.510732 -13.617245 17.533316
O 13.702840 -15.213034 17.407441
O 16.042304 -7.431795 21.624743
O 16.720339 -9.560667 14.351882
N 24.534763 -5.704744 21.583287
N 12.279770 -10.134563 17.153283
N 19.899137 -9.175104 21.763058
N 17.320197 -6.060897 17.569593
N 15.691952 -14.043975 15.332022
N 15.233960 -5.530753 23.563513
N 18.825693 -15.486764 23.469563
C 11.845173 -8.698021 16.824655
C 19.716511 -9.493871 17.534842
C 15.080883 -5.525080 18.529419
C 20.402281 -11.486633 21.983239
C 19.969545 -10.447535 19.660374
C 17.455068 -14.944605 21.435234
C 23.893546 -4.808944 20.484712
C 15.280357 -7.323159 14.385242
C 13.922713 -13.910430 19.763844
C 10.636321 -8.312280 17.638037
C 16.620208 -12.939242 14.907739
C 20.625037 -10.299154 21.029476
C 11.355071 -6.860984 23.029032
C 13.491578 -7.256224 23.902882
C 16.512297 -12.745052 21.473503
C 24.010537 -5.550924 19.155603
C 22.484594 -4.397293 20.884634
C 16.396568 -4.952479 17.985541
C 14.246250 -5.689941 25.776330
C 11.460355 -8.727743 15.338862
C 17.772580 -15.999068 22.517422
C 9.879686 -8.482729 19.859480
C 14.650147 -6.521118 24.556921
C 15.260842 -9.108225 19.653758
C 18.644192 -2.463814 19.509062
C 17.686569 -14.730956 11.874724
C 16.985386 -4.069701 19.048091
C 20.219105 -5.090261 21.009015
C 16.543826 -16.499464 23.356200
C 17.246935 -12.220784 16.076903
C 17.618178 -13.493781 13.900158
C 17.543405 -10.576665 25.106966
H 24.650678 -4.027996 20.558371
H 18.630535 -9.618989 17.610617
H 18.089309 -11.583827 15.798620
H 12.237205 -9.209225 14.743880
H 14.499060 -6.145952 17.852222
H 17.782070 -6.526918 18.373143
H 22.152502 -3.771892 20.050359
H 15.729178 -14.236595 16.352614
H 10.619691 -6.082076 22.812933
H 19.018056 -16.110700 24.252587
H 20.395938 -11.301526 19.128167
H 17.886717 -1.698747 19.699000
H 20.017776 -8.640375 16.926872
H 16.049601 -4.456769 17.080861
H 20.210799 -10.349805 17.059969
H 14.560027 -4.850486 23.208038
H 9.798140 -8.964362 17.377421
H 19.760869 -6.038361 21.285971
H 16.555561 -17.578633 23.242314
H 18.575777 -15.216457 12.295367
H 18.548757 -14.579746 23.870744
H 25.502501 -5.983725 21.398369
H 14.446135 -4.647600 18.687962
H 11.564600 -10.803158 16.862675
H 18.160102 -5.689478 17.118367
H 18.193901 -13.995819 11.243663
H 13.001033 -7.877604 24.653281
H 22.396216 -3.842072 21.821232
H 18.909584 -10.678417 19.818844
H 20.116089 -9.179773 22.763039
H 20.970535 -11.415039 22.908359
H 15.697004 -16.097566 22.798137
H 20.765411 -12.365381 21.444358
H 20.058261 -4.319833 21.763561
H 18.867181 -9.250680 21.646377
H 15.099348 -6.012384 19.504346
H 16.993757 -12.560434 20.502386
H 17.099174 -15.452002 11.320480
H 24.946114 -6.097551 19.061813
H 23.810518 -4.896536 18.310270
H 10.350707 -7.271299 17.474733
H 21.688985 -10.080747 21.098384
H 20.219737 -8.260337 21.446055
H 15.921398 -12.325955 14.338065
H 18.126947 -16.851530 21.938369
H 11.321751 -7.339780 22.040692
H 24.123149 -6.627804 21.762738
H 15.553259 -13.230090 21.269272
H 10.950477 -7.544623 23.775232
H 10.598087 -9.345203 15.082748
H 19.894724 -4.808904 20.006912
H 10.213159 -8.208877 20.865103
H 8.980144 -7.903333 19.649864
H 19.704863 -15.287966 22.992179
H 23.193954 -6.278545 19.134373
H 13.902428 -7.816871 23.056961
H 18.295465 -14.782962 20.754868
H 12.773275 -8.145801 16.944041
H 18.334294 -14.151962 14.412087
H 15.802618 -14.968152 14.913449
H 19.337934 -11.601814 22.184694
H 12.355891 -10.255191 18.165769
H 15.616507 -6.124351 22.812224
H 16.266076 -3.320335 19.379909
H 16.542221 -15.333184 20.977517
H 24.482154 -5.232252 22.488447
H 11.347897 -7.670000 15.104232
H 15.992549 -4.951049 23.921290
H 13.151755 -10.414445 16.732087
H 16.452285 -16.106015 24.364130
H 9.540844 -9.504993 20.073827
H 19.506212 -1.889479 19.168089
H 15.103347 -5.196525 26.246419
H 16.558716 -11.547785 16.576428
H 18.216447 -12.640055 13.565201
H 13.598820 -4.840435 25.539724
H 18.980260 -2.876745 20.463687
H 13.732418 -6.151850 26.618462
H 16.891119 -6.823551 17.009923
H 15.482230 -7.186193 24.779701
H 17.755265 -12.931327 16.735167
H 14.721364 -13.719457 15.337113
H 17.298702 -4.652594 19.922462
H 16.378784 -11.817145 22.020397

Forces on atoms 1 to 3 (eV/Å):
0.865 -1.578 -1.343
0.479 0.678 3.546
-2.571 -0.600 0.792

The charge is +3. As for the molar mass: 1227.30 g mol⁻¹.



no.,LUMO (hartree)
1,0.0312
2,0.0203
3,-0.2416